[1]
Computed, not measured: a molecular structure, C28H28N5O3S2V, with ωB97M-V/def2-TZVPD.

Values from the calculation:
* charge: -1
* 2S+1: 4
* relative energy (zero: lowest compared OMol25 entry of this formula, charge and spin): 0.074 eV
* F_max: 0.7 eV/A
* ⟨S²⟩: 3.8007
* HOMO-LUMO gap (spin up / spin down): 4.971 / 6.308 eV
* HOMO energy (spin up / spin down): -2.86 / -4.34 eV

CARTESIAN COORDINATES (ANGSTROEM)
V1 -0.688 0.457 0.115
C1 -1.006 4.889 3.340
S1 -2.148 3.547 3.719
C2 -2.209 2.677 2.190
S2 -3.064 1.219 2.186
N1 -1.667 3.281 1.157
N2 -1.623 2.447 0.086
C3 -2.032 2.871 -1.045
C4 -1.955 1.967 -2.194
C5 -2.405 2.313 -3.460
C6 -2.305 1.381 -4.483
C7 -1.774 0.135 -4.206
C8 -1.352 -0.133 -2.911
N3 -1.435 0.766 -1.939
H1 -0.838 5.420 4.277
H2 -1.421 5.571 2.600
H3 -0.066 4.485 2.970
H4 -2.451 3.869 -1.147
H5 -2.826 3.296 -3.628
H6 -2.641 1.628 -5.482
H7 -1.673 -0.621 -4.972
H8 -0.924 -1.087 -2.628
C9 0.905 3.775 -1.752
O1 0.934 2.413 -1.391
C10 1.477 1.525 -2.276
C11 1.888 1.853 -3.554
C12 2.479 0.882 -4.366
C13 2.669 -0.397 -3.878
C14 2.255 -0.730 -2.593
C15 1.624 0.210 -1.776
N4 1.151 -0.055 -0.500
N5 1.793 -1.063 0.116
C16 1.510 -1.273 1.429
C17 0.729 -0.431 2.273
O2 0.121 0.663 1.843
C18 0.577 -0.763 3.643
C19 1.154 -1.869 4.193
C20 1.946 -2.737 3.395
C21 2.552 -3.891 3.941
C22 3.313 -4.728 3.169
C23 3.495 -4.435 1.806
C24 2.917 -3.323 1.250
C25 2.129 -2.440 2.023
H9 1.912 4.150 -1.954
H10 0.482 4.301 -0.898
H11 0.278 3.944 -2.634
H12 1.773 2.863 -3.925
H13 2.799 1.145 -5.367
H14 3.144 -1.149 -4.497
H15 2.403 -1.724 -2.194
H16 -0.039 -0.091 4.229
H17 1.011 -2.103 5.242
H18 2.399 -4.101 4.994
H19 3.770 -5.609 3.603
H20 4.094 -5.095 1.189
H21 3.051 -3.094 0.202
C26 -1.452 -3.337 0.969
C27 -2.064 -1.947 1.052
C28 -3.580 -1.996 0.920
O3 -1.529 -1.149 0.023
H22 -1.891 -4.001 1.719
H23 -0.375 -3.294 1.133
H24 -1.635 -3.760 -0.022
H25 -1.806 -1.496 2.024
H26 -3.853 -2.469 -0.028
H27 -3.986 -0.984 0.944
H28 -4.027 -2.568 1.736

[2]
Computed, not measured: a molecular structure, C28H29AsCaN4O6PS6Se at a distorted geometry, with ωB97M-V/def2-TZVPD.

Values from the calculation:
* charge: -1
* relative energy (zero: lowest compared OMol25 entry of this formula, charge and spin): 1.734 eV
* F_max: 5.6 eV/A
* HOMO-LUMO gap: 3.752 eV
* HOMO energy: -3.54 eV

CARTESIAN COORDINATES (ANGSTROEM)
Ca1 1.477 -0.548 -0.337
Se1 -1.156 2.230 6.924
N1 -0.865 3.024 5.328
C1 -0.546 2.069 4.428
C2 -0.272 2.312 3.100
C3 -0.385 3.628 2.459
C4 0.092 3.778 1.163
C5 0.674 2.700 0.502
N2 0.644 1.464 0.997
C6 0.250 1.218 2.266
C7 0.262 -0.142 2.794
N3 0.530 -1.146 1.893
C8 0.499 -2.406 2.282
C9 0.274 -2.710 3.598
C10 -0.019 -1.734 4.529
C11 -0.122 -0.418 4.088
C12 -0.495 0.697 4.968
N4 -0.635 0.565 6.246
H1 -0.745 4.400 3.125
H2 0.010 4.686 0.572
H3 1.159 2.818 -0.484
H4 0.721 -3.176 1.549
H5 0.200 -3.752 3.848
H6 -0.187 -1.956 5.574
O1 5.130 -0.968 -2.937
As1 3.439 -0.870 -2.446
O2 3.147 0.471 -1.446
O3 3.011 -2.255 -1.573
C13 2.579 -0.593 -4.209
C14 3.397 -0.768 -5.342
C15 2.949 -0.310 -6.608
C16 1.642 0.042 -6.691
C17 0.796 0.102 -5.589
C18 1.241 0.011 -4.270
S1 0.069 0.302 -2.876
O4 -1.119 0.489 -3.659
O5 0.532 1.288 -1.893
O6 0.098 -1.013 -2.164
H7 5.480 -0.032 -2.953
H8 4.394 -1.157 -5.154
H9 3.644 -0.212 -7.458
H10 1.141 0.232 -7.641
H11 -0.256 0.409 -5.697
C19 5.878 -3.099 4.980
S2 4.089 -3.209 4.673
C20 3.964 -4.380 3.443
C21 4.739 -4.681 2.305
S3 6.226 -4.054 1.834
S4 4.078 -5.797 1.134
C22 2.573 -6.088 1.880
S5 1.393 -7.060 1.197
S6 2.429 -5.259 3.444
H12 6.133 -2.091 5.183
H13 6.398 -3.432 4.047
H14 6.105 -3.711 5.846
C23 -3.336 3.712 -3.116
C24 -2.685 2.913 -1.987
P1 -3.558 1.540 -0.988
C25 -4.313 0.407 -2.220
C26 -5.078 -0.788 -1.551
C27 -5.092 2.457 -0.517
C28 -5.630 2.230 0.894
H15 -3.669 4.742 -2.861
H16 -4.221 3.205 -3.525
H17 -2.535 3.720 -3.934
H18 -2.621 3.472 -1.081
H19 -1.649 2.537 -2.076
H20 -3.493 -0.027 -2.783
H21 -4.943 1.042 -2.871
H22 -5.124 -0.775 -0.468
H23 -4.560 -1.746 -1.837
H24 -6.147 -0.838 -1.805
H25 -5.859 2.275 -1.295
H26 -4.872 3.533 -0.680
H27 -6.314 3.038 1.239
H28 -4.824 2.168 1.685
H29 -6.161 1.273 1.001

[3]
Computed, not measured: a molecular structure, C28H29AuCl3N6OS2Si at a distorted geometry, with ωB97M-V/def2-TZVPD.

Values from the calculation:
* charge: +1
* relative energy (zero: lowest compared OMol25 entry of this formula, charge and spin): 0.855 eV
* F_max: 1.1 eV/A
* HOMO-LUMO gap: 6.573 eV
* HOMO energy: -10.99 eV

CARTESIAN COORDINATES (ANGSTROEM)
Au1 -1.985 -0.175 -1.751
N1 -2.550 -4.079 0.305
C1 -2.226 -2.846 -0.094
S1 -2.539 -2.525 -1.803
N2 -1.685 -2.081 0.838
N3 -1.370 -0.853 0.426
C2 -1.028 0.087 1.189
C3 -0.779 1.413 0.577
C4 -0.374 2.475 1.370
C5 -0.150 3.715 0.797
C6 -0.327 3.880 -0.566
C7 -0.736 2.788 -1.307
N4 -0.947 1.588 -0.755
H1 -3.026 -4.705 -0.319
H2 -2.432 -4.327 1.274
H3 -0.953 -0.036 2.271
H4 -0.236 2.315 2.433
H5 0.164 4.552 1.411
H6 -0.160 4.832 -1.050
H7 -0.903 2.864 -2.374
Cl1 6.678 3.227 0.026
C8 5.823 1.748 -0.213
C9 4.574 1.760 -0.806
C10 3.896 0.566 -0.973
C11 4.436 -0.658 -0.583
C12 3.694 -1.957 -0.805
C13 3.166 -2.140 -2.236
N5 1.958 -1.381 -2.578
C14 1.875 -0.376 -3.524
C15 0.595 0.067 -3.508
N6 -0.105 -0.666 -2.569
C16 0.742 -1.527 -2.026
O1 2.579 -2.242 0.043
C17 2.146 -1.397 1.114
C18 3.070 -1.317 2.295
C19 3.451 -0.174 2.931
Cl2 3.001 1.434 2.526
S2 4.475 -0.469 4.275
C20 4.404 -2.157 4.003
C21 3.630 -2.467 2.934
C22 5.703 -0.631 0.009
Cl3 6.500 -2.083 0.525
C23 6.392 0.556 0.200
H8 4.132 2.697 -1.124
H9 2.903 0.601 -1.405
H10 4.400 -2.769 -0.674
H11 2.939 -3.195 -2.359
H12 3.940 -1.861 -2.944
H13 2.719 -0.082 -4.128
H14 0.125 0.822 -4.119
H15 0.510 -2.253 -1.262
H16 1.225 -1.882 1.439
H17 1.900 -0.395 0.756
H18 4.948 -2.827 4.656
H19 3.456 -3.479 2.587
H20 7.367 0.548 0.669
C24 -6.120 2.583 1.260
Si1 -6.424 1.110 0.159
C25 -7.007 -0.341 1.169
C26 -7.641 1.535 -1.180
C27 -4.802 0.639 -0.596
C28 -3.738 0.330 -1.090
H21 -7.057 2.917 1.718
H22 -5.704 3.421 0.690
H23 -5.420 2.333 2.063
H24 -7.988 -0.129 1.605
H25 -6.310 -0.552 1.986
H26 -7.095 -1.243 0.555
H27 -8.609 1.788 -0.734
H28 -7.790 0.695 -1.865
H29 -7.300 2.395 -1.765

| no. | electronic energy (eV) |
| --- | --- |
| 1 | -90444.44256 |
| 2 | -266679.57594 |
| 3 | -111295.21090 |